Record 1
An isolated ion of composition C5H11N2 and charge +1 in a non-equilibrium geometry. Source: the Open Molecules 2025 dataset; level of theory: ωB97M-V/def2-TZVPD.

Last column: Mulliken charge in e.
Positions of all 18 atoms, in Å:
C: -2.3406 -1.6026 2.4949  -0.18
N: -1.7070 -1.1780 1.5111  0.04
N: -0.9059 -0.9324 0.6691  0.15
C: -1.0226 -0.3050 -0.6099  -0.74
C: 0.2265 0.4376 -1.1325  0.67
C: 0.7256 1.6709 -0.2837  -1.30
C: 1.4016 -0.5128 -1.4195  -1.41
H: -2.4798 -1.0993 3.4851  0.28
H: -2.8091 -2.5126 2.3620  0.29
H: -2.0262 0.4167 -0.6546  0.42
H: -1.2319 -1.2299 -1.2425  0.43
H: 0.0485 0.8327 -2.1795  0.28
H: 0.9763 2.5183 -0.8352  0.36
H: -0.0943 2.0451 0.2866  0.40
H: 1.6564 1.3856 0.3486  0.27
H: 0.9959 -1.5393 -1.6090  0.32
H: 2.0144 -0.6294 -0.4694  0.31
H: 2.0748 -0.1422 -2.1467  0.43

Values from the calculation:
ΔE to the lowest compared entry with this formula, charge and spin: 96.2 kcal/mol
E_tot: -306.23010 hartree
F_max: 4.16 eV Å⁻¹
Net charge: +1
Frontier orbital gap: 9.360 eV


Record 2
A single H2INS molecule in a non-equilibrium geometry. Source: the Open Molecules 2025 dataset; level of theory: ωB97M-V/def2-TZVPD.

Last column: Mulliken charge in e.
Positions of all 5 atoms, in Å:
N: 1.1502 0.4239 -0.1758  -0.42
S: -0.0284 -0.2968 0.5359  0.02
I: -1.9752 -0.6733 -1.1353  -0.10
H: 1.9964 -0.2727 -0.3589  0.27
H: -1.1430 0.8189 1.1341  0.23

Values from the calculation:
ΔE to the lowest compared entry with this formula, charge and spin: 59.1 kcal/mol
E_tot: -751.73347 hartree
F_max: 3.63 eV Å⁻¹
Frontier orbital gap: 8.091 eV


Record 3
C47H24Cl4N4OPtS4 as an isolated structure in a non-equilibrium geometry. Source: the Open Molecules 2025 dataset; level of theory: ωB97M-V/def2-TZVPD.

Last column: Mulliken charge in e.
Positions of all 85 atoms, in Å:
Pt: 0.0236 0.2669 0.0780  0.34
Cl: 4.4976 -7.0875 3.7111  -0.22
C: 3.6862 -5.6573 3.1809  0.39
C: 3.4424 -5.4699 1.8294  -1.26
C: 2.7973 -4.3238 1.4098  0.04
C: 2.3473 -3.3769 2.3277  -0.32
C: 2.5965 -3.5790 3.6810  0.21
C: 3.2802 -4.7062 4.1046  -0.96
C: 1.6363 -2.1898 1.8040  0.63
C: 0.2570 -2.0742 2.0021  0.47
C: -0.5625 -2.9155 2.8034  -0.77
C: -1.8211 -2.3739 2.7885  -1.48
C: -1.7656 -1.2142 1.9689  0.10
C: -2.8307 -0.2709 1.7055  -0.07
C: -3.5976 0.2451 2.7795  1.16
C: -3.2857 -0.0866 4.1249  -0.43
C: -3.9720 0.4515 5.1831  -1.14
C: -5.0018 1.3605 4.9524  0.44
Cl: -5.8767 2.0221 6.2745  -0.21
C: -5.3106 1.7447 3.6494  -1.20
C: -4.6194 1.2107 2.5908  -0.38
C: -2.9560 0.2615 0.3623  0.27
N: -1.8886 0.6709 -0.3400  0.04
C: -2.3571 1.2592 -1.4991  -0.25
C: -1.5839 2.0228 -2.3716  1.46
C: -2.2544 2.6067 -3.5544  -0.56
C: -2.5115 1.7889 -4.6509  0.11
C: -3.1250 2.2991 -5.7800  -0.97
C: -3.5023 3.6335 -5.8068  0.43
Cl: -4.2645 4.2820 -7.2165  -0.22
C: -3.2654 4.4579 -4.7180  -0.93
C: -2.6376 3.9430 -3.5978  0.18
C: -0.2280 2.2996 -2.1597  0.25
C: 0.5343 3.3132 -2.8197  -1.22
C: 1.7774 3.3032 -2.2660  -1.41
C: 1.7910 2.2439 -1.2999  0.53
N: 0.5636 1.6662 -1.2429  -0.33
C: 2.9325 1.8083 -0.6158  1.35
C: 3.0019 0.6081 0.1090  0.16
C: 4.2083 -0.0504 0.5071  -1.32
C: 3.8400 -1.2158 1.1032  -1.52
C: 2.4109 -1.2464 1.1205  0.89
N: 1.9337 -0.1289 0.4951  -0.42
C: 4.1404 2.6624 -0.6628  -0.80
C: 4.2426 3.6998 0.2598  0.18
C: 5.3685 4.4994 0.2983  -0.99
C: 6.3991 4.2648 -0.5980  0.45
Cl: 7.8203 5.2447 -0.5323  -0.21
C: 6.3008 3.2542 -1.5413  -0.89
C: 5.1725 2.4539 -1.5688  0.19
C: -3.7721 1.1401 -1.5344  -0.78
C: -4.1454 0.5148 -0.3741  -1.47
N: -0.5251 -1.0658 1.4767  -0.34
H: 3.7532 -6.2111 1.1114  0.44
H: 2.6264 -4.1580 0.3567  0.76
H: 2.2815 -2.8406 4.4051  0.51
H: 3.5018 -4.8531 5.1494  0.43
H: -0.2343 -3.7895 3.3318  0.68
H: -2.7035 -2.7619 3.2569  0.82
H: -2.4637 -0.7546 4.3281  0.38
H: -3.7059 0.1868 6.1959  0.42
H: -6.0850 2.4766 3.4766  0.42
H: -4.8462 1.5532 1.5939  0.45
H: -2.2192 0.7500 -4.6179  0.50
H: -3.3120 1.6710 -6.6369  0.43
H: -3.5678 5.4937 -4.7477  0.41
H: -2.4506 4.5779 -2.7444  0.53
H: 0.1574 3.9551 -3.5918  0.55
H: 2.6158 3.9345 -2.4950  0.50
H: 5.1964 0.3190 0.3193  0.52
H: 4.4732 -1.9719 1.5216  0.52
H: 3.4337 3.8691 0.9556  0.54
H: 5.4463 5.2942 1.0227  0.42
H: 7.1037 3.0961 -2.2432  0.42
H: 5.0914 1.6604 -2.2967  0.50
H: -4.4052 1.5041 -2.3188  0.63
H: -5.1340 0.2157 -0.0866  0.89
O: -2.0376 -6.0685 0.8055  -0.54
C: -1.7744 -5.0793 0.1979  0.65
S: -0.1128 -4.5103 -0.0561  -0.04
C: -0.5295 -3.1068 -1.0136  -0.34
C: -1.8643 -2.9305 -1.3125  0.61
S: -2.2837 -1.6906 -2.3780  -0.09
S: -2.9985 -4.0351 -0.5635  -0.15
S: 0.5950 -2.0114 -1.6669  0.01

Values from the calculation:
E_tot: -5652.60358 hartree
F_max: 4.52 eV Å⁻¹
Frontier orbital gap (alpha / beta): 4.618 / 4.622 eV


Record 4
C4H7N2S as an isolated structure in a non-equilibrium geometry. Source: the Open Molecules 2025 dataset; level of theory: ωB97M-V/def2-TZVPD.

Last column: Mulliken charge in e.
Positions of all 14 atoms, in Å:
C: -0.5209 -0.1257 1.6667  -0.53
C: 0.9516 -2.0155 0.6971  -0.08
C: -0.3336 0.2945 0.3693  0.89
C: -0.9298 1.5477 -0.2268  -1.09
N: 0.4787 -0.4491 -0.3599  0.17
N: 0.8395 -0.2610 -1.6155  -0.83
S: 0.1661 -1.6722 2.1111  0.11
H: -1.3036 0.1023 2.3723  0.39
H: 1.6702 -2.6889 0.2580  0.43
H: -2.0400 1.6200 -0.0504  0.32
H: -0.3501 2.2931 0.3420  0.32
H: -0.8026 1.8502 -1.2551  0.36
H: 1.8432 0.1255 -1.7828  0.27
H: 0.3314 -0.6207 -2.5260  0.27

Values from the calculation:
ΔE to the lowest compared entry with this formula, charge and spin: 109.7 kcal/mol
E_tot: -663.89982 hartree
F_max: 5.31 eV Å⁻¹
Net charge: +1
Frontier orbital gap (alpha / beta): 8.265 / 8.268 eV